The following is a DFT calculation (ωB97M-V/def2-TZVPD) of a cluster of 2 separate species, C4H7N4 in total at a distorted geometry.

```
15
Properties=species:S:1:pos:R:3:forces:R:3:nbo_charge:R:1
C 1.25033 1.03594 0.49618 -0.11 -0.82 0.52 0.011
C 1.74959 -1.05932 -0.24810 0.05 2.53 0.39 0.057
C 0.68219 -0.34130 0.47356 2.86 0.99 -1.50 0.035
C -2.31830 -0.26434 -0.54844 1.90 -0.61 0.80 0.213
N 2.42273 1.08120 -0.05300 -0.55 1.68 0.51 -0.208
N 2.68904 -0.13406 -0.50302 -3.37 -1.58 1.45 -0.265
N -2.79268 0.76459 -0.01899 -1.40 2.26 0.42 -0.703
N -0.47963 -0.65113 0.93676 -1.29 1.84 -0.15 -0.486
H 0.87130 1.91645 1.00359 -0.15 -0.21 -0.15 0.231
H 1.91437 -2.00476 -0.66296 -0.26 -1.46 -0.14 0.240
H -2.89203 -0.89984 -1.16292 -0.90 -0.80 -0.65 0.177
H 3.51946 -0.23971 -0.95870 2.64 -0.69 -1.50 0.425
H -3.88233 1.04058 -0.16995 3.39 -0.18 0.72 0.448
H -2.02897 1.35551 0.49186 -2.52 -0.89 -0.63 0.455
H -0.70505 -1.59982 0.92414 -0.30 -2.07 -0.09 0.370
```
Forces are in eV/Å.

Calculated values
- Energy above the lowest of the compared OMol25 structures with the same formula, charge and spin: 5.143 eV
- LUMO level (alpha / beta): -5.8 / -5.5 eV
- Energy: -375.21349 Ha
- Net charge: +1
- HOMO level (alpha / beta): -12.26 / -13.55 eV

The following is a DFT calculation (ωB97M-V/def2-TZVPD) of a structure of composition C5H5NO at a distorted geometry.

```
12
Properties=species:S:1:pos:R:3:forces:R:3:nbo_charge:R:1
N 1.55212 2.15049 -1.35586 -0.31 -1.04 0.33 -0.279
C 1.24402 1.09266 -1.00499 0.26 0.91 -0.29 0.245
C 0.83150 -0.25090 -0.55053 -0.04 -0.03 -0.14 -0.012
O 1.24119 -0.57953 0.77078 0.12 -0.01 0.07 -0.520
C -0.02662 -0.89697 1.35974 -0.04 0.08 0.18 0.165
C -0.89891 0.29280 1.01111 -0.05 0.07 0.07 -0.509
C -0.66294 -0.41564 -0.27846 -0.15 0.09 -0.25 -0.314
H 1.23328 -0.99788 -1.24435 -0.04 0.11 0.08 0.230
H -0.57100 -1.57894 0.30567 0.00 -0.07 -0.11 0.251
H -1.91847 0.22756 1.38607 0.17 -0.01 -0.05 0.238
H -0.43935 1.27127 1.13289 -0.04 -0.14 -0.04 0.243
H -1.43180 -0.59075 -1.02880 0.14 0.03 0.14 0.261
```
Forces are in eV/Å.

Calculated values
- Energy above the lowest of the compared OMol25 structures with the same formula, charge and spin: 5.142 eV
- LUMO level: 0.4 eV
- Energy: -323.33074 Ha
- Net charge: 0
- HOMO level: -9.23 eV

The following is a DFT calculation (ωB97M-V/def2-TZVPD) of a structure of composition C18H20BrGeN2O7SeV.

```
51
Properties=species:S:1:pos:R:3:forces:R:3:lowdin_spin:R:1
V 0.04401 -0.81841 -0.31675 0.02 0.74 0.04 1.040
O -2.21069 0.85323 -2.94461 -0.23 -0.01 0.16 0.005
C -2.04030 0.29535 -1.91189 0.64 -0.32 -0.15 0.003
O -0.90655 -0.50629 -1.75416 -0.26 0.05 -0.02 -0.017
C -2.93374 0.33887 -0.72341 -0.36 0.17 -0.03 0.002
C -4.19791 0.88598 -0.93538 0.04 -0.08 0.31 -0.001
C -5.08607 0.94385 0.12010 0.08 0.12 -0.05 0.002
C -4.77346 0.47494 1.38200 0.17 -0.03 -0.16 -0.001
C -3.52348 -0.07910 1.58943 -0.13 -0.07 -0.09 0.002
C -2.58087 -0.14567 0.54578 0.07 -0.12 0.14 0.004
O -1.37710 -0.69524 0.75219 -0.02 -0.12 -0.01 0.027
N -3.24860 -0.58862 2.95892 0.45 0.60 -0.08 0.000
O -2.21092 -1.19410 3.15488 -0.15 -0.18 -0.14 0.000
O -4.04903 -0.29413 3.81100 -0.17 -0.19 0.04 0.001
N -6.42668 1.53005 -0.10224 -0.08 -0.38 -0.06 0.000
O -6.68367 1.88796 -1.22954 0.01 0.13 0.08 0.001
O -7.17403 1.55686 0.85002 0.04 0.15 -0.05 0.000
H -4.46984 1.25994 -1.91215 -0.02 0.01 -0.01 0.000
H -5.48531 0.53406 2.19254 -0.01 0.00 -0.03 0.000
Br 4.30452 3.94614 1.13428 0.00 0.00 -0.01 -0.003
C 3.02802 2.63772 0.71881 -0.03 -0.05 -0.02 -0.005
C 2.04047 2.33168 1.65368 0.04 0.03 0.00 -0.002
C 1.10091 1.36575 1.35432 -0.05 -0.01 0.10 -0.008
C 1.14934 0.71064 0.11959 -0.17 -0.26 -0.01 -0.041
C 2.13752 1.03294 -0.81424 0.04 0.04 -0.16 -0.008
C 3.08446 1.99746 -0.51438 0.00 0.03 0.05 -0.001
H 2.01701 2.85047 2.60165 0.00 0.00 0.01 0.000
H 0.33684 1.11689 2.08221 0.02 0.02 -0.02 -0.001
H 2.16897 0.55823 -1.79128 0.01 0.06 0.06 -0.001
H 3.84955 2.26456 -1.22907 0.01 -0.01 -0.01 0.000
C 2.42900 -5.57824 -2.45325 0.04 -0.04 0.04 0.000
Ge 1.57192 -3.98547 -1.75847 -0.04 0.03 -0.02 0.001
C 2.16252 -2.36022 -2.67558 -0.04 0.15 0.01 0.003
C -0.37189 -4.10583 -1.88810 -0.10 -0.02 0.04 0.002
C 2.14394 -3.72869 0.12817 0.02 0.00 0.08 0.002
Se 1.03081 -2.55946 1.22536 0.09 -0.28 0.09 -0.009
C -0.47094 -3.72157 1.67911 0.13 -0.02 0.01 0.000
H 2.19582 -5.71638 -3.50768 -0.03 0.03 -0.02 0.000
H 2.07588 -6.45387 -1.90939 0.01 -0.02 0.00 0.000
H 3.51128 -5.52067 -2.34803 0.02 0.01 0.01 0.000
H 1.92628 -2.40908 -3.73840 0.01 -0.08 -0.02 0.000
H 3.23665 -2.21020 -2.56587 0.00 -0.01 0.01 0.000
H 1.66878 -1.44483 -2.32496 -0.02 -0.06 0.04 0.001
H -0.65139 -4.10993 -2.94279 0.02 -0.01 0.01 0.000
H -0.90432 -3.26630 -1.43296 0.02 0.03 0.02 0.001
H -0.75165 -5.02242 -1.43667 0.03 -0.01 0.01 0.000
H 3.11845 -3.23515 0.14211 -0.01 -0.06 -0.01 0.000
H 2.24565 -4.64806 0.70591 -0.03 -0.01 -0.07 0.000
H -1.26986 -3.63970 0.95389 -0.03 -0.01 -0.07 0.000
H -0.80938 -3.40314 2.66065 -0.02 0.01 -0.03 0.000
H -0.07416 -4.73389 1.71629 -0.04 0.02 0.02 0.000
```
Forces are in eV/Å.

Calculated values
- Energy above the lowest of the compared OMol25 structures with the same formula, charge and spin: 0.106 eV
- Expectation value of S²: 0.766
- LUMO level (alpha / beta): -5.3 / -4.8 eV
- Energy: -9330.04030 Ha
- Net charge: +1
- Spin multiplicity: 2
- HOMO level (alpha / beta): -12.43 / -12.46 eV

The following is a DFT calculation (ωB97M-V/def2-TZVPD) of a structure of composition C4H9N at a distorted geometry.

```
14
Properties=species:S:1:pos:R:3:forces:R:3:nbo_charge:R:1
C 0.62090 -1.37040 0.51755 2.29 2.78 0.46 -0.516
C 1.06118 -0.04492 0.32141 -2.89 -6.68 0.64 0.068
C 1.98607 0.55389 -0.51647 0.28 3.09 -0.45 -0.173
C -2.18579 -0.09836 -0.29143 0.02 0.77 -0.46 -0.852
N 0.73165 1.09217 0.88934 1.57 1.45 0.38 -0.572
H 0.16881 -1.61225 1.48878 -0.31 0.03 -0.81 0.215
H -2.53304 -1.01814 0.12370 -0.02 -0.74 0.34 0.211
H 1.19014 -2.12225 -0.03059 -0.33 0.05 0.20 0.203
H 1.66912 1.05418 -1.43646 -0.11 -0.42 -0.02 0.196
H 2.88116 1.00153 -0.13454 0.76 -0.61 0.23 0.213
H -2.83695 0.12878 -1.13613 -0.01 0.22 0.06 0.203
H -1.15233 -0.19498 -0.63752 -0.53 -0.04 0.15 0.222
H -2.25678 0.67983 0.47721 0.03 -0.10 -0.26 0.210
H 0.65587 1.95094 0.36516 -0.76 0.18 -0.46 0.372
```
Forces are in eV/Å.

Calculated values
- Energy above the lowest of the compared OMol25 structures with the same formula, charge and spin: 4.463 eV
- LUMO level: -0.5 eV
- Energy: -212.38717 Ha
- Net charge: 0
- HOMO level: -8.07 eV

Which value of energy above the lowest of the compared OMol25 structures with the same formula, charge and spin does entry 1 give?
5.143 eV

What is the energy in the third record?
-9330.04030 Ha

Among the records above, which one has the lowest energy?
C18H20BrGeN2O7SeV